The following is a quantum chemistry calculation of 8 unconnected molecules or ions with the total composition C10H37O11P, from the Open Molecules 2025 dataset.

```
59
Properties=species:S:1:pos:R:3:forces:R:3
H -20.665200 10.354430 8.405700 -0.18 0.42 -0.27
O -21.611480 15.704420 -2.056680 0.31 0.02 -1.82
O -21.033920 6.873000 9.429070 0.35 0.91 -1.57
H -19.513280 15.042650 4.318420 -0.04 0.85 -0.20
O -20.319060 15.335220 2.314020 0.33 -0.32 1.12
H -20.333220 15.146860 -3.741380 -0.88 0.15 0.11
H -25.166790 17.432110 2.888360 0.75 0.20 0.27
H -26.002100 16.084450 3.488170 -0.21 -0.53 -0.30
H -15.508770 13.869470 -2.871070 -0.43 0.49 0.80
H -22.050710 9.370100 8.096550 0.07 -0.56 -0.12
C -22.397430 5.416990 7.049120 0.02 0.40 0.30
H -16.873900 9.533010 5.224450 -0.60 0.21 0.00
H -20.722410 20.427650 2.897760 -0.25 0.13 0.11
O -21.722720 21.216070 1.252420 0.75 -0.77 0.22
O -19.109260 6.292500 7.826260 -2.36 0.51 -0.89
C -14.800620 17.618250 -0.187900 -0.10 0.39 1.10
H -18.489500 14.589760 2.906470 0.05 0.62 0.07
H -16.407260 10.688690 3.934970 -0.32 -0.32 -0.14
H -16.517800 12.369160 -2.844510 0.28 0.24 -1.03
H -19.687170 20.988100 1.630710 -0.05 0.07 -0.28
H -18.373120 6.683990 9.803440 -1.20 -0.41 0.02
H -21.726020 15.461440 -1.135030 0.87 -0.30 -0.07
C -21.087810 9.662190 7.677480 0.03 0.78 0.82
H -14.766410 12.350500 -2.544080 -0.05 -0.15 -0.06
H -14.136050 17.000870 -0.792280 -0.53 -0.09 -0.21
H -21.206240 15.242730 2.668930 -0.37 0.22 -0.34
C -16.438900 10.509080 5.009600 -0.38 0.30 -1.12
H -21.912890 4.441640 7.004250 0.30 0.22 -0.16
O -15.311380 16.800150 0.873170 0.36 -0.43 -0.40
C -15.688910 12.909490 -2.387260 -0.16 -2.18 -0.02
O -21.463680 6.527500 6.836270 0.97 0.52 1.61
P -20.493730 7.107170 8.061390 -0.61 -1.00 -0.65
H -22.919630 5.475740 8.004080 0.30 0.31 0.15
H -16.963800 11.377450 5.407730 -0.47 -0.24 0.41
O -16.036270 12.750690 -0.996670 0.55 1.66 -0.43
H -25.173310 15.213220 1.555420 -0.10 0.14 0.08
H -19.691070 16.320070 -2.579210 -0.04 0.16 -0.19
H -21.262490 10.142650 6.714800 0.27 -0.18 0.00
H -17.471880 5.538620 8.884890 -0.51 -0.41 -0.53
H -20.470220 19.413880 1.536210 -0.53 0.06 -0.66
H -24.379560 16.143100 4.011960 0.24 0.82 -0.05
O -20.093300 8.642680 7.585680 -0.85 -2.95 0.26
C -18.130890 6.400390 8.779230 2.87 1.18 1.85
H -16.441510 13.599520 -0.804710 -0.19 -0.03 0.76
C -20.621590 20.457260 1.812840 -0.06 0.63 0.57
O -15.112020 10.514230 5.387740 1.55 0.03 0.81
H -15.959320 17.238460 1.429650 0.09 0.39 -0.28
H -22.243840 20.672600 0.656880 0.13 -0.15 0.03
H -19.756960 13.624310 3.426500 -0.56 -0.26 -0.29
H -15.076090 10.347310 6.332430 0.21 0.02 0.04
H -17.456770 7.227990 8.558480 0.20 0.12 -0.64
C -25.009030 16.387400 3.156290 -0.59 -0.61 -0.06
C -19.505420 14.676320 3.291850 0.55 -1.11 -0.42
H -14.165520 18.416210 0.196830 0.13 0.11 0.26
H -15.605590 18.129880 -0.715500 0.02 -0.39 -0.49
H -23.168100 5.483210 6.281140 0.34 0.13 -0.17
C -20.316120 15.433990 -2.690020 -0.16 0.18 1.99
H -19.785020 14.644390 -2.158460 -0.09 -0.19 0.02
O -24.479290 15.645570 2.058440 -0.04 -0.02 0.07
```
Positions in Å, forces in eV/Å.

Properties
Multiplicity = 1
LUMO energy = 0.2 eV
Frontier orbital gap = 10.44 eV
Calculated total energy = -42778.2138 eV
SMILES = COP(=O)(OC)OC.CO.CO.CO.CO.CO.CO.CO